Below is a structure of composition C11H58CdF6N2O25S2, with properties calculated with ωB97M-V with the def2-TZVPD basis set.

max |F| = 5.93 eV/Å
HOMO (spin up / spin down) = -1.7 / -3.9 eV
total charge = -1
multiplicity = 2
⟨S²⟩ = 0.75
molecular weight = 909.11 g/mol
Kohn-Sham gap (spin up / spin down) = 0.091 / 0.173 hartree
LUMO energy (spin up / spin down) = 0.8 / 0.8 eV
ΔE to the lowest compared entry with this formula, charge and spin = 329.1 kJ/mol

Structure (XYZ):
```
105
C11H58CdF6N2O25S2 ωB97M-V with the def2-TZVPD basis set
Cd 3.70021 -0.13351 -1.32508
C 6.02227 2.78171 -3.68217
F 6.76022 1.87425 -4.27790
F 6.23659 2.88995 -2.34268
F 6.12506 3.95770 -4.31967
S 4.17966 2.07033 -3.89277
O 3.34403 3.15213 -4.48856
O 4.22041 0.81513 -4.72266
N 3.80760 1.69871 -2.21714
S 3.37208 3.07064 -1.61325
O 3.35765 2.92361 -0.16094
O 3.97761 4.32298 -2.08709
C 1.47601 3.23293 -2.22366
F 0.77692 3.23507 -1.12174
F 1.29434 4.35280 -2.97032
F 1.12521 2.17363 -2.94272
C 0.49390 1.70486 1.74720
C 0.14873 0.23576 1.40172
C -1.34414 0.16658 1.85599
C -2.00319 -1.14088 1.33662
C -1.94300 -1.15298 -0.14593
C -0.50650 -1.10965 -0.78672
N 0.31613 -0.03778 -0.09798
O 1.61348 0.16259 -0.64424
C -0.88040 -0.70249 -2.22485
C 0.03934 -2.51921 -0.75580
C 0.87353 -0.75580 2.30633
H 1.50456 1.92951 1.40632
H 0.21311 1.97713 2.76460
H -0.20756 2.35911 1.22949
H -1.88194 1.09678 1.67272
H -1.41478 0.11309 2.94238
H -3.01297 -1.35670 1.68572
H -1.46514 -1.99981 1.73769
H -2.55771 -0.34534 -0.54334
H -2.45750 -2.07141 -0.42857
H -0.94334 0.37890 -2.34630
H -1.79692 -1.14818 -2.61144
H -0.08307 -0.85610 -2.95202
H -0.68244 -3.30122 -0.99162
H 0.48958 -2.71515 0.21733
H 0.91098 -2.76193 -1.36360
H 0.56203 -1.79594 2.21047
H 0.72102 -0.51046 3.35735
H 1.91623 -0.69379 1.99481
O -3.97160 0.83183 4.27442
H -4.67626 1.30977 4.71175
H -4.19950 0.86531 3.34536
O 1.09620 0.59691 -5.30182
H 1.01930 1.03345 -4.45344
H 0.21684 0.26394 -5.48097
O 3.66507 -0.14744 4.12865
H 3.97432 -0.55267 3.31847
H 3.69771 -0.85119 4.77665
O -3.67872 -2.04412 4.80128
H -4.57993 -1.84097 5.05184
H -3.36078 -1.24537 4.38039
O -1.98483 2.51899 -1.11350
H -2.79168 2.01265 -1.01938
H -1.32403 2.00621 -0.64808
O 2.48046 -4.16672 0.93437
H 3.01460 -4.91166 1.21002
H 1.58624 -4.50752 0.91279
O 4.11101 -2.57579 2.90173
H 3.40458 -2.78979 2.29231
H 4.91328 -2.73209 2.40357
O 3.15357 -1.12828 -3.07113
H 2.78550 -1.92019 -3.46306
H 3.26133 -0.52454 -3.80606
O -3.67694 -4.18690 3.03158
H -2.74147 -4.13408 3.22741
H -4.09842 -3.70220 3.74127
O -4.55480 -1.13541 -2.25614
H -4.94420 -2.00633 -2.17798
H -3.86167 -1.12233 -1.59610
O -0.37542 -5.12171 1.09239
H -0.86461 -4.42052 1.52280
H -0.82037 -5.24505 0.25391
O 3.53157 -2.10606 -0.39516
H 2.72150 -2.46655 -0.03450
H 4.02553 -2.87186 -0.68806
O -4.64260 1.30410 -0.55842
H -5.00011 1.46881 0.31411
H -5.36053 0.89056 -1.03779
O -1.90252 1.64614 5.76774
H -1.30013 0.92908 5.56976
H -2.63770 1.51416 5.16915
O -2.72122 2.84389 -3.91113
H -2.23522 2.59236 -3.12578
H -2.74448 2.04896 -4.44384
O -1.34959 -5.68369 -1.34889
H -1.69446 -5.33135 -2.16935
H -0.81908 -6.43486 -1.61448
O 2.28813 3.82687 2.70553
H 1.61904 4.39821 3.08251
H 1.80571 3.25167 2.11168
O -0.12089 4.68053 3.95506
H -0.88577 4.68566 3.37960
H -0.12911 5.54171 4.37283
O -1.15988 5.02289 -0.18369
H -1.75166 4.89809 0.55823
H -1.20563 4.19876 -0.66841
O -3.42085 -1.93769 -4.95927
H -3.58122 -1.82736 -4.02207
H -3.60149 -1.07678 -5.33664
```

These are the Mulliken partial charges, in e, on atoms 1 to 8:
1 Cd -1.99
2 C 0.74
3 F -0.19
4 F -0.17
5 F -0.21
6 S 0.77
7 O -0.50
8 O -0.77